#P
11 unconnected molecules or ions with the total composition C22H66O11S4, computed with ωB97M-V with the def2-TZVPD basis set.

Properties
- Kohn-Sham gap: 8.71 eV
- Net charge: 0
- 2S+1: 1
- Highest occupied orbital energy: -8.79 eV

Element x y z (Å)
S: -1.56749 4.27663 2.73012
S: -1.59731 -2.87516 -4.33023
S: 2.43780 -0.65970 4.60383
S: 0.60550 3.33484 -1.25791
O: -0.21769 4.48333 -1.94795
O: 1.01829 1.03448 1.38222
O: 2.85029 -0.36503 3.14188
O: -1.17967 5.09682 3.95733
O: 4.68449 -1.50424 -1.04518
O: 0.58783 0.20477 -4.63869
O: -5.58790 -3.74659 0.83121
O: -1.26615 -1.78332 -5.31283
O: 5.88292 2.47117 2.21565
O: 1.37023 -5.17674 -0.28544
O: -3.49748 4.08956 0.05528
C: 1.56087 4.18049 0.07622
C: 0.01929 0.13089 1.51592
C: -4.61345 -2.73652 1.14079
C: 1.11126 0.37171 4.88795
C: -3.21249 2.28917 -1.69383
C: -3.37190 -2.83360 -3.86731
C: 2.04484 2.97923 -2.26717
C: 0.47342 -3.72862 1.44719
C: -1.56301 1.25619 -3.89767
C: 5.40921 1.18275 1.64630
C: 3.08907 -1.76607 -2.89688
C: -2.91735 3.29900 3.38665
C: -3.51146 -2.60549 -0.03031
C: 4.19738 -2.47602 -2.05907
C: 1.62877 -2.25459 4.65040
C: -0.22535 1.32922 -4.84049
C: -0.40806 -0.21209 0.06933
C: -3.31911 2.62646 -0.23776
C: -0.50149 2.90283 2.79567
C: 0.21773 -4.91298 0.37789
C: 3.85687 1.38802 1.55311
C: -1.06076 -2.22953 -2.73789
H: 5.87687 3.23695 1.68522
H: -3.04617 -3.53085 -0.23247
H: 0.42357 -0.64679 1.99286
H: -0.65202 2.29581 1.88602
H: -0.55242 -4.55377 -0.35130
H: 2.65517 -2.43897 -3.68534
H: 0.54160 3.26618 2.82239
H: -2.85368 3.11770 4.48128
H: 0.42594 2.17646 -4.74605
H: -4.09129 2.00488 0.28331
H: 2.04614 2.49180 -3.15878
H: 0.96040 -2.90926 1.01131
H: 3.64310 -3.14653 -1.50680
H: 2.59279 2.37130 -1.41936
H: -2.38143 2.37516 -0.02342
H: -3.25722 1.33436 -2.00054
H: -3.82422 3.62096 3.45343
H: 3.18705 1.41253 2.54805
H: -4.01645 -2.95005 -4.69199
H: 2.58959 3.83701 -2.45641
H: 1.15390 -5.84227 -1.04638
H: -6.23401 -4.23988 1.45745
H: -1.22772 1.10165 -2.80041
H: 1.04136 -4.25507 2.15369
H: 5.87903 0.97624 0.72583
H: -1.06363 0.68486 -0.41147
H: -2.14387 0.36254 -4.35623
H: 1.01618 -2.39371 5.58325
H: -4.21608 -3.06928 1.93110
H: -0.53459 2.36140 3.71431
H: 2.01528 3.56999 0.84087
H: 5.01290 -2.22323 -0.25703
H: -2.06512 2.19006 -3.77014
H: -2.29503 2.71480 -2.25773
H: 3.53380 -1.19545 -3.78251
H: -0.35536 -5.78250 0.84230
H: 0.58068 -0.35619 -0.42951
H: 3.43509 2.29564 1.02283
H: -1.01535 -3.07244 -1.97479
H: -0.41258 -3.29537 1.66308
H: 2.11606 5.07547 -0.38714
H: 0.24139 0.11503 4.13865
H: 0.69864 4.56654 0.81049
H: -0.65617 0.32167 2.21481
H: -4.11114 2.53563 -2.34877
H: -2.85671 -1.80770 0.38145
H: 0.06095 -0.51996 -4.93101
H: 1.51229 1.50035 4.79334
H: -2.97914 2.39461 2.98085
H: 0.85428 0.37733 5.88115
H: -1.40785 -1.20915 -2.45843
H: 0.85445 -2.36065 3.90608
H: 5.70021 0.42517 2.38437
H: -3.51671 -1.93199 -3.29580
H: 2.50633 -1.17798 -2.21061
H: -3.45891 -3.44768 -2.92664
H: 3.61525 0.45167 1.27203
H: -0.92279 -1.07003 0.10060
H: 1.88604 0.63011 1.97587
H: -4.15400 -2.14600 -0.86556
H: -0.69801 1.59631 -5.79385
H: -5.44561 -1.83153 1.24211
H: 2.30916 -3.04289 4.80096
H: -2.89395 4.73451 -0.24265
H: -0.06023 -2.01759 -2.82392
H: 5.00605 -3.11920 -2.45665

#Q
11 unconnected molecules or ions with the total composition C22H66O11S4, computed with ωB97M-V with the def2-TZVPD basis set.

Properties
- Kohn-Sham gap: 8.17 eV
- Net charge: 0
- 2S+1: 1
- Highest occupied orbital energy: -8.48 eV

Element x y z (Å)
S: 2.70326 0.11762 3.85643
S: 3.35528 3.21557 2.15622
S: -2.31227 3.42610 3.13896
S: 5.25024 -2.83827 0.44025
O: -0.55062 -4.68684 -4.19919
O: -1.97916 -3.82456 -1.93481
O: -3.05453 1.48192 -4.84987
O: 6.47325 -2.86835 -0.52081
O: -4.41935 1.54904 -0.09282
O: 0.83102 0.58689 1.15498
O: -2.87819 2.21403 2.35257
O: -3.03671 0.13041 3.28114
O: 2.23115 2.21726 2.16914
O: 3.72741 0.73154 -4.45393
O: 3.77376 -0.95636 4.17659
C: 1.07169 -2.95663 -3.92983
C: -1.89030 -4.40185 0.44503
C: -2.28771 0.32310 -4.91774
C: 4.20996 -4.21527 -0.23082
C: -0.16175 -3.38575 -4.70976
C: 2.30359 0.91954 -4.31413
C: -4.38852 -0.17312 3.14930
C: -1.17327 2.72445 4.33500
C: -0.19527 0.80558 0.22050
C: -3.71480 1.38017 -1.22490
C: 2.01131 0.85260 -2.81031
C: 2.51918 1.24921 5.28660
C: 4.29566 -1.41404 -0.05538
C: -0.44308 -0.46796 -0.56159
C: 1.30292 -0.87717 4.07165
C: 2.72889 4.43154 0.95106
C: -3.15839 -0.90462 -4.55201
C: -1.10471 4.19169 2.16190
C: -1.11499 -4.09530 -0.85070
C: -2.44306 2.30340 -1.31733
C: -4.70106 -1.60041 3.59724
C: 3.03013 4.28639 3.61113
H: 3.45113 1.87719 5.21168
H: 1.32898 -1.56112 5.03590
H: -1.75375 2.10390 -0.42799
H: 0.33009 1.61549 -0.49416
H: 4.23725 -1.37240 -1.07369
H: 4.22991 -4.05172 -1.26886
H: 0.56720 -0.83626 -0.97049
H: 3.86938 -0.29454 -4.34983
H: 4.67173 -5.11205 -0.25500
H: 3.95203 5.00074 3.65035
H: -2.51342 -5.32560 0.31248
H: -3.43806 0.22809 -1.34931
H: 3.49026 5.33746 1.10055
H: -0.72731 5.06427 2.65444
H: -3.80523 -0.76701 -3.62036
H: 4.68758 -0.51517 0.41507
H: 3.40467 3.60725 4.56511
H: -4.10145 -1.63985 4.52277
H: -2.63741 1.05548 2.96207
H: -0.13440 -3.46568 -5.76011
H: 3.51310 -4.15205 0.33703
H: -4.53961 0.11153 2.17705
H: -0.53136 3.40387 4.67438
H: -2.40167 -1.80166 -4.53579
H: -5.81936 -1.87668 3.90272
H: 0.48604 -0.35682 3.90277
H: -1.74994 0.33359 -5.76773
H: -0.60940 -4.97681 -1.02351
H: -3.80068 1.64737 0.63132
H: -1.29593 -4.71628 1.46387
H: -2.50504 2.36997 -4.89757
H: -1.98430 2.12593 -2.13161
H: -4.22014 -2.42100 2.93688
H: 3.21090 -1.31643 0.29078
H: 2.85216 4.04063 -0.10635
H: 0.71863 -2.44347 -3.10208
H: -0.26583 3.60789 2.09665
H: -4.30597 1.51696 -2.08358
H: -1.68445 -3.73846 -2.90412
H: 2.06541 -0.04732 -2.31818
H: -1.50353 0.46650 -3.98971
H: -0.32671 -3.46420 -0.76808
H: -1.62573 4.32562 1.24487
H: 2.11137 4.60689 3.62946
H: -1.30220 -0.31312 -1.13006
H: 2.67273 1.53010 -2.24243
H: -4.90305 0.54093 3.80624
H: -1.15194 1.36250 0.64242
H: 1.96647 1.94053 -4.77216
H: 0.11452 -5.43409 -4.44163
H: -3.85083 -1.22091 -5.44527
H: 1.77659 4.94690 1.00838
H: 1.01667 1.24503 -2.75535
H: -2.42513 -3.44963 0.42025
H: 1.64770 1.84035 5.26944
H: -0.55488 2.01805 3.80891
H: 1.42630 -1.93567 -4.24956
H: 1.11841 1.44961 1.28129
H: -1.85579 2.24650 4.92426
H: -2.62902 3.37470 -1.47570
H: 1.36958 -1.61291 3.07607
H: 1.82995 -3.59689 -4.06006
H: 2.52190 0.71667 6.32587
H: -1.03741 -0.87493 0.09208
H: -0.98472 -2.71335 -4.64258
H: 1.52605 0.27409 -4.99031

Verdict on stability: #Q comes out at the bottom.

#P
2 unconnected molecules or ions with the total composition C2H6NO2S, computed with ωB97M-V with the def2-TZVPD basis set.

Properties
- Kohn-Sham gap: 9.72 eV
- Net charge: +1
- 2S+1: 1
- Highest occupied orbital energy: -13.80 eV

Element x y z (Å)
S: -1.82319 0.15758 -0.18116
O: -1.20096 1.44283 -0.55156
O: -0.49439 -0.74868 0.42331
N: 1.11179 1.70589 0.67454
C: -0.04346 -2.95876 -0.62074
C: -0.25135 -1.98633 0.05579
H: -1.85756 -0.52401 -1.43303
H: 0.16447 -3.90685 -1.02205
H: 1.65571 2.50979 0.34439
H: 0.13813 1.70516 0.18346
H: 0.99914 1.76596 1.69239
H: 1.60169 0.83743 0.43466

#Q
A gas-phase ion, C2H6NO2S (charge +1), computed with ωB97M-V with the def2-TZVPD basis set.

Properties
- Kohn-Sham gap: 9.51 eV
- Net charge: +1
- SMILES string: [NH3+]CC(=O)OS
- 2S+1: 1
- Highest occupied orbital energy: -13.30 eV

Element x y z (Å)
S: -3.00300 0.98516 0.31061
O: -1.72584 -0.10335 -0.13733
O: -0.14286 1.45653 0.41131
N: 1.85942 -0.04648 -0.03347
C: 0.56873 -0.75898 -0.10375
C: -0.47721 0.33750 0.11380
H: -4.03737 0.46246 -0.24456
H: 0.34498 -1.49521 0.71968
H: 2.39884 -0.41407 0.62573
H: 1.69010 0.86312 0.38550
H: 0.36263 -1.30821 -1.07001
H: 2.16157 0.02153 -0.97750

Verdict on stability: #P comes out at the bottom.

#P
A gas-phase ion, CH3N2OS (charge -1), computed with ωB97M-V with the def2-TZVPD basis set.

Properties
- Kohn-Sham gap: 7.25 eV
- Net charge: -1
- SMILES string: C/N=[N+](\[O-])[S-]
- 2S+1: 1
- Highest occupied orbital energy: -3.02 eV

Element x y z (Å)
S: 2.75037 0.42285 0.00679
O: 0.87783 -1.46045 -0.12769
N: 1.16024 -0.25270 -0.00832
N: 0.31030 0.64518 0.10603
C: -1.09508 0.18579 0.01741
H: -1.12765 -0.76364 0.53479
H: -1.20486 0.24926 -1.09339
H: -1.67116 0.97372 0.56437

#Q
A molecular structure, CH3N2OS, computed with ωB97M-V with the def2-TZVPD basis set.

Properties
- Kohn-Sham gap: 7.60 eV
- Net charge: -1
- 2S+1: 1
- Highest occupied orbital energy: -3.45 eV

Element x y z (Å)
S: -2.79926 0.37137 0.03352
O: -0.91191 -1.71006 0.00138
N: -1.26252 0.00457 -0.13325
N: -0.28487 0.77051 -0.12083
C: 1.00269 0.21299 0.09138
H: 1.19802 -0.32542 -0.84203
H: 1.81037 1.09213 0.09516
H: 1.24748 -0.41609 0.87468

Verdict on stability: #Q comes out at the bottom.

#P
A single C5H9NO2S molecule, computed with ωB97M-V with the def2-TZVPD basis set.

Properties
- Kohn-Sham gap: 10.35 eV
- Net charge: 0
- SMILES string: CN1[C@@H]2C[C@@H]2CS1(=O)=O
- 2S+1: 1
- Highest occupied orbital energy: -9.68 eV

Element x y z (Å)
S: -0.56547 -0.33285 -1.29854
O: -0.53442 -1.44124 -2.23755
O: -1.72288 0.50976 -1.43703
N: -0.11133 -1.01202 0.08639
C: 1.12661 1.16246 0.01298
C: 0.65510 0.23965 1.02842
C: 0.03201 1.57746 0.93419
C: 0.93883 0.65632 -1.35665
C: -1.05231 -1.84450 0.75060
H: 0.79055 1.30571 -2.10998
H: -1.35200 -2.58839 0.07177
H: 0.28011 2.23694 1.86942
H: -1.94033 -1.35139 1.13786
H: 1.64576 -0.04434 -1.57865
H: 2.19214 1.63126 0.06986
H: -0.66378 -2.38369 1.68385
H: 1.22307 -0.07729 1.90987
H: -0.94168 1.75615 0.46318

#Q
A single C5H9NO2S molecule, computed with ωB97M-V with the def2-TZVPD basis set.

Properties
- Kohn-Sham gap: 10.02 eV
- Net charge: 0
- SMILES string: N[C@]12C[C@H]1CCS2(=O)=O
- 2S+1: 1
- Highest occupied orbital energy: -9.19 eV

Element x y z (Å)
S: 1.40137 0.20212 0.14767
O: 2.22095 0.14478 -1.04971
O: 2.16447 0.14604 1.39648
N: 0.28967 -2.20150 -0.57449
C: 0.42651 1.79744 -0.03936
C: -1.19704 -0.06295 -0.02918
C: 0.06001 -1.04139 0.15578
C: -0.88687 -0.74373 1.21251
C: -0.94610 1.26340 -0.53502
H: -0.87537 1.25028 -1.63011
H: 0.95340 2.36345 -0.82288
H: -1.93121 -0.64075 -0.64065
H: -1.70047 1.98313 -0.30064
H: 0.23651 2.38938 0.88480
H: 0.87639 -2.99977 -0.17224
H: -1.41389 -1.57588 1.58268
H: -0.23988 -0.17688 1.99501
H: 0.56153 -2.09717 -1.58065

Verdict on stability: #P comes out at the bottom.